The following is a DFT calculation (the ωB97M-V functional and the def2-TZVPD basis) of an isolated molecule of C3H8N2O in a non-equilibrium geometry.

Last column: Mulliken charge in e.
Atoms and positions in Å:
N 1.3785 0.5954 -0.2383  -0.255
H -0.6729 1.4126 -0.8214  0.263
O 1.4322 -1.7843 0.2415  -0.673
H 0.7149 2.5152 -0.8319  0.384
C -1.5913 -1.3994 0.3617  -0.915
H -1.2245 -2.4221 0.4607  0.299
C 0.2688 1.6814 -0.3147  -0.750
N -0.5402 -0.4729 0.1818  -0.316
H -0.0407 1.9327 0.7040  0.316
H -2.2624 -1.3219 -0.5036  0.259
H 2.0993 0.7622 0.4786  0.327
H 1.9237 0.4456 -1.0965  0.334
H -2.1577 -1.1085 1.2520  0.285
C 0.6725 -0.8361 0.1261  0.442

Forces on the atoms, in the same order (eV/Å):
N -0.44 0.40 -0.13
H 1.19 -0.42 0.04
O 0.09 0.43 -0.16
H 0.29 0.60 0.06
C -0.39 -0.55 0.15
H -0.25 -0.24 0.06
C 0.99 0.31 -0.06
N 0.03 -0.50 0.14
H 0.42 -0.02 -0.28
H -0.07 -0.23 0.20
H -0.63 0.27 -0.18
H -0.55 0.27 0.10
H -0.12 -0.27 -0.05
C -0.56 -0.03 0.10

Summary:
Relative energy (zero: lowest compared OMol25 entry of this formula, charge and spin) in kJ/mol: 237.20
Structure (SMILES): C/N=C(\[O-])[NH2+]C
Charge: 0

---

The following is a DFT calculation (the ωB97M-V functional and the def2-TZVPD basis) of an isolated molecule of C3H8N2O in a non-equilibrium geometry.

Last column: Mulliken charge in e.
Atoms and positions in Å:
H 2.8159 0.1580 -1.3319  0.197
H 2.1663 0.5151 0.1385  0.174
H -1.3950 1.5688 0.9762  0.295
H -2.7381 0.5439 0.6325  0.321
N -0.3753 -0.1493 -0.6153  -0.358
O -0.1798 -1.1537 1.4246  -0.588
H 1.0171 -1.6509 -0.5531  0.346
C 0.9081 -0.6845 -1.0498  -0.426
H -1.9481 0.4497 2.2780  0.304
N 1.9549 0.2619 -0.8200  -0.544
C -1.8193 0.5918 1.2148  -1.064
H -0.4611 0.8246 -0.8735  0.301
H 0.8388 -0.8784 -2.1173  0.334
C -0.7843 -0.3971 0.6963  0.709

Forces on the atoms, in the same order (eV/Å):
H -0.16 -0.30 -0.15
H -0.25 -0.46 -0.06
H -0.07 0.18 0.40
H -0.19 -0.19 0.26
N -0.04 -0.15 0.40
O -0.53 -0.59 -0.03
H 0.07 0.05 0.10
C -0.42 -0.60 0.02
H -0.21 0.05 0.06
N 0.47 1.10 0.18
C 0.32 -0.32 -0.96
H -0.32 -0.08 -0.20
H 0.14 0.05 -0.14
C 1.19 1.27 0.12

Summary:
Relative energy (zero: lowest compared OMol25 entry of this formula, charge and spin) in kJ/mol: 65.08
Structure (SMILES): CC(=O)NCN
Charge: 0

---

The following is a DFT calculation (the ωB97M-V functional and the def2-TZVPD basis) of an isolated molecule of C3H8N2O in a non-equilibrium geometry.

Last column: Mulliken charge in e.
Atoms and positions in Å:
C 0.7076 0.8178 2.5303  -0.717
C 0.5222 -0.6797 0.6234  -0.343
H -0.7720 0.9467 1.0062  0.256
H -0.1017 -1.8532 -1.1630  0.197
C -0.0055 -0.7890 -0.7740  -0.201
H 0.1364 0.1220 3.2706  0.255
H -0.7133 -1.0106 -2.7722  0.329
N 0.2806 0.6883 1.1055  -0.356
H 0.5483 1.8353 2.9458  0.286
H 0.0126 -1.5641 1.1846  0.227
O -1.0280 -0.1006 -2.5445  -0.334
H 1.8279 0.4714 2.5638  0.239
H 1.6023 -0.8887 0.6127  0.304
N -0.5180 0.2619 -1.3299  -0.145

Forces on the atoms, in the same order (eV/Å):
C 0.53 -1.53 0.52
C -0.91 -0.24 0.04
H 2.53 -0.73 0.14
H 0.19 1.40 -0.06
C -0.54 0.75 0.77
H 0.82 0.81 -1.24
H -0.37 0.87 0.22
N -1.67 -0.17 1.49
H 0.43 -0.52 -0.64
H 0.73 1.43 -0.31
O -0.53 -0.02 -1.72
H -2.02 1.00 0.16
H -0.19 0.10 0.22
N 1.01 -3.16 0.40

Summary:
Relative energy (zero: lowest compared OMol25 entry of this formula, charge and spin) in kJ/mol: 380.61
Structure (SMILES): CNC/C=N/O
Charge: 0

---

The following is a DFT calculation (the ωB97M-V functional and the def2-TZVPD basis) of an isolated molecule of C3H8N2O.

Last column: Mulliken charge in e.
Atoms and positions in Å:
N -0.0744 2.1505 0.3732  -0.577
H -0.2948 2.9329 -0.2307  0.213
C 0.4413 -0.2485 -0.0893  0.386
C 0.8190 1.2118 -0.3238  -0.295
H 1.8744 1.3497 -0.0967  0.301
N -0.8671 -0.4780 0.1224  -0.191
C -1.4436 -1.7980 -0.0572  -0.849
H -1.4877 0.3104 0.1998  0.300
H -0.8602 -2.5292 0.4967  0.283
O 1.2963 -1.1144 -0.0736  -0.636
H -1.4809 -2.0775 -1.1097  0.270
H -2.4506 -1.8350 0.3605  0.342
H 0.3867 2.5677 1.1720  0.216
H 0.7259 1.3708 -1.4013  0.238

Forces on the atoms, in the same order (eV/Å):
N 0.13 0.27 -0.29
H -0.06 -0.07 -0.01
C 0.55 0.41 0.65
C -0.33 0.19 -0.05
H 0.02 -0.15 0.18
N -0.70 -0.25 -0.26
C 0.04 -0.08 0.49
H 0.21 0.16 -0.09
H 0.15 -0.07 -0.15
O -0.02 -0.27 -0.44
H 0.03 -0.09 -0.02
H 0.03 0.21 -0.11
H -0.03 -0.24 0.12
H -0.03 -0.03 -0.02

Summary:
Relative energy (zero: lowest compared OMol25 entry of this formula, charge and spin) in kJ/mol: 57.77
Structure (SMILES): CNC(=O)CN
Charge: 0

---

The following is a DFT calculation (the ωB97M-V functional and the def2-TZVPD basis) of a cluster of 2 separate species, C3H8N2O in total in a non-equilibrium geometry.

Last column: Mulliken charge in e.
Atoms and positions in Å:
N 0.8745 -0.9501 0.2816  -0.503
C 2.1543 -0.5972 -0.3229  -0.751
N -2.5969 0.8892 -0.4194  -0.519
H -1.7391 -0.8485 0.3645  0.305
O 0.3372 1.6638 0.6347  -0.530
H 2.4843 0.4109 -0.0526  0.289
C -0.3082 0.6753 0.4682  0.630
H 2.0697 -0.6404 -1.4089  0.262
H 2.9182 -1.2981 0.0126  0.307
H 0.9549 -1.1348 1.2777  0.260
H -3.3189 0.9051 0.2932  0.225
H -2.3444 1.8421 -0.6501  0.254
H -0.0257 -1.0396 -0.4441  0.422
C -1.4600 0.1223 -0.0345  -0.651

Forces on the atoms, in the same order (eV/Å):
N -1.92 0.91 -1.66
C -0.20 -0.07 0.03
N 0.08 0.39 0.12
H 0.34 -0.22 -0.47
O -0.32 -0.77 -0.15
H -0.21 0.07 0.09
C 0.42 1.18 -0.50
H 0.05 -0.05 0.08
H 0.07 -0.04 -0.17
H -0.66 -0.59 -0.59
H 0.07 0.10 -0.03
H -0.07 -0.05 -0.03
H 2.60 -0.42 2.57
C -0.24 -0.44 0.71

Summary:
Relative energy (zero: lowest compared OMol25 entry of this formula, charge and spin) in kJ/mol: 366.11
Structure (SMILES): NC=C=O.CN
Charge: 0

---

The following is a DFT calculation (the ωB97M-V functional and the def2-TZVPD basis) of a cluster of 2 separate species, C3H8N2O in total in a non-equilibrium geometry.

Last column: Mulliken charge in e.
Atoms and positions in Å:
N 1.1406 1.3306 0.4189  -0.269
O 1.9763 -0.7962 0.5669  -0.550
C 1.9524 0.3620 0.9086  0.037
N -0.4233 -1.0901 -1.3740  -0.277
H 0.1429 1.2300 0.2839  0.177
H -1.0117 -0.3961 1.3243  0.384
H -2.5770 0.3956 0.6358  0.247
H 1.5167 2.2607 0.3927  0.225
H -2.3832 -0.5810 -1.4147  0.286
H 0.4738 -0.9471 -0.9305  0.178
H -0.3178 -1.6728 -2.1826  0.178
C -1.5598 -0.7132 -0.7246  0.186
C -1.6436 -0.1266 0.4864  -1.166
H 2.7137 0.7442 1.6088  0.364

Forces on the atoms, in the same order (eV/Å):
N -0.09 0.55 0.03
O -0.69 -0.44 0.25
C 0.93 0.24 -0.33
N 1.25 -0.44 0.41
H 0.01 -0.44 -0.42
H 0.23 0.42 -0.15
H -0.05 -0.16 0.57
H -0.19 0.16 0.46
H -0.36 -0.20 0.03
H -0.12 -0.17 0.47
H -0.89 -0.05 -0.10
C 0.54 1.32 -1.00
C -0.68 -0.84 -0.16
H 0.11 0.06 -0.06

Summary:
Relative energy (zero: lowest compared OMol25 entry of this formula, charge and spin) in kJ/mol: 173.85
Structure (SMILES): C=CN.NC=O
Charge: 0

---

The following is a DFT calculation (the ωB97M-V functional and the def2-TZVPD basis) of a cluster of 2 separate species, C3H8N2O in total in a non-equilibrium geometry.

Last column: Mulliken charge in e.
Atoms and positions in Å:
O 0.7181 -0.4665 0.3566  -0.496
H -3.1781 1.0294 -0.6287  0.319
H 0.2727 0.3520 0.0770  0.366
C -2.1019 0.8359 -0.4212  0.050
C 2.7686 -1.6209 0.2875  -0.759
H 2.2965 0.3123 -0.6310  0.318
H 2.7899 -2.0324 1.2837  0.253
N -1.2287 1.4617 -1.1029  -0.609
N -1.9137 0.2985 0.8374  -0.421
H -2.6794 0.5951 1.4263  0.220
H -1.4658 -0.5129 1.2253  0.249
C 2.0362 -0.5686 -0.0453  0.035
H 3.1864 -2.1967 -0.5349  0.220
H -1.6315 1.7138 -2.0045  0.254

Forces on the atoms, in the same order (eV/Å):
O 0.89 0.18 1.15
H 0.38 -0.61 -0.22
H 0.56 0.22 -0.10
C -0.83 1.53 0.28
C 0.73 -0.72 -0.15
H 0.17 -0.76 -1.06
H -1.09 -0.71 -0.11
N 0.57 -1.58 -0.25
N -1.07 0.67 0.95
H -0.02 -0.43 0.04
H 0.72 0.00 -0.87
C -2.53 1.10 -0.24
H 1.46 0.74 0.35
H 0.07 0.36 0.23

Summary:
Relative energy (zero: lowest compared OMol25 entry of this formula, charge and spin) in kJ/mol: 379.35
Structure (SMILES): [H]/N=C/N.C=CO
Charge: 0

---

The following is a DFT calculation (the ωB97M-V functional and the def2-TZVPD basis) of an isolated molecule of C3H8N2O in a non-equilibrium geometry.

Last column: Mulliken charge in e.
Atoms and positions in Å:
H -1.3563 -0.0822 1.1468  0.261
H 2.3159 -2.4779 -0.3750  0.234
H -1.9776 0.2561 -0.4366  0.291
H -2.0619 2.4009 0.2100  0.168
C -1.1615 0.4864 0.2342  -0.385
C 0.5735 -1.3564 -0.1518  0.604
N 1.9288 -1.5622 -0.2026  -0.400
N -1.2171 1.9176 0.4604  -0.458
H 0.9383 0.6902 0.0914  0.247
O -0.1717 -2.2692 0.0982  -0.599
H 2.5539 -0.7951 -0.4009  0.187
H 0.1359 0.3533 -1.4524  0.225
H -0.6767 2.3558 1.1809  0.147
C 0.1765 0.0827 -0.4025  -0.521

Forces on the atoms, in the same order (eV/Å):
H 0.19 -0.16 0.00
H -0.38 -0.02 0.27
H -0.17 -0.22 -0.19
H 0.08 -0.12 0.24
C -0.07 0.28 0.38
C 0.73 -0.06 -0.38
N 0.71 0.37 -0.28
N 0.02 0.26 -0.80
H 0.11 0.17 -0.25
O -0.80 -0.24 -0.04
H -0.23 -0.09 -0.07
H 0.33 -0.20 -0.21
H -0.05 -0.21 0.22
C -0.46 0.24 1.10

Summary:
Relative energy (zero: lowest compared OMol25 entry of this formula, charge and spin) in kJ/mol: 59.69
Structure (SMILES): NCCC(N)=O
Charge: 0

---

The following is a DFT calculation (the ωB97M-V functional and the def2-TZVPD basis) of an isolated molecule of C3H8N2O.

Last column: Mulliken charge in e.
Atoms and positions in Å:
C -0.9428 -0.6035 0.8515  -0.986
H -1.3152 0.1081 1.6022  0.291
N -0.1937 0.0927 -0.1647  0.053
C -0.9156 1.1745 -0.7961  -1.009
O 1.5610 0.1914 -1.6185  -0.638
C 1.0876 -0.1921 -0.5620  0.618
H 2.8075 -0.8969 0.1886  0.273
H 1.5645 -0.8161 1.3184  0.205
H -0.7379 2.1116 -0.2520  0.289
H -0.3808 -1.3851 1.3650  0.416
H -0.5921 1.2764 -1.8296  0.352
N 1.8128 -0.9541 0.3506  -0.508
H -1.7605 -1.0876 0.3120  0.321
H -1.9949 0.9807 -0.7654  0.322

Forces on the atoms, in the same order (eV/Å):
C -0.01 -0.10 0.02
H -0.10 -0.25 -0.14
N 0.26 0.09 -0.02
C -0.03 0.13 -0.15
O -0.02 0.01 0.27
C -0.07 0.16 0.11
H -0.11 -0.08 -0.13
H 0.11 -0.04 -0.06
H -0.03 -0.01 -0.18
H 0.04 0.15 -0.21
H -0.02 0.09 0.06
N 0.08 0.01 0.00
H -0.34 -0.06 0.52
H 0.24 -0.10 -0.08

Summary:
Relative energy (zero: lowest compared OMol25 entry of this formula, charge and spin) in kJ/mol: 42.63
Structure (SMILES): CN(C)C(N)=O
Charge: 0